(1)
Molecular formula: C9H12N4
Method: DFT, ωB97M-V/def2-TZVPD

The geometry in XYZ format:
```
25
Properties=species:S:1:pos:R:3:forces:R:3
C -3.3942 -0.3545 -0.1517 1.862 -1.217 0.633
C -1.2707 -0.8777 0.1954 1.987 1.153 0.303
C -1.4552 0.5510 0.0122 -0.786 -4.271 -0.262
C 0.1896 -1.5545 0.2100 -2.643 5.265 -0.900
C 0.9155 0.8797 0.2052 -2.638 -1.356 -0.776
C 0.5018 -2.8168 0.3430 -3.976 -0.062 0.758
C 1.9299 1.6263 0.5274 2.776 -1.268 1.327
C -0.4570 2.8457 -0.1696 -0.118 0.197 1.767
C 2.3919 -0.9389 -0.6295 -0.472 -1.645 -2.830
N -2.7860 0.8061 -0.2640 0.796 -0.263 0.546
N -2.5725 -1.4182 0.1872 1.703 2.283 -0.799
N -0.4194 1.4143 0.0833 2.156 0.284 -0.539
N 1.1167 -0.4669 -0.1581 -1.420 -1.182 0.532
H -4.3873 -0.5835 -0.3335 -1.833 0.142 -0.233
H 1.4336 -3.1691 0.4148 3.278 -1.354 0.052
H -0.3487 -3.4369 0.6426 0.516 -0.177 -0.274
H 2.8241 1.1406 0.9554 -0.335 0.154 -0.930
H 1.8808 2.6155 0.7645 -0.412 2.504 0.335
H -0.1693 3.3764 0.7958 -0.218 -0.399 -1.184
H 0.2690 3.1056 -0.9502 -0.433 0.075 0.059
H -1.4841 3.1325 -0.3689 0.033 0.042 -0.384
H 2.0432 -1.9122 -1.1416 1.262 0.988 1.047
H 2.8578 -0.4486 -1.5575 -0.832 0.330 1.761
H 3.1329 -1.1148 0.1387 0.256 -0.123 0.123
H -2.7423 -2.4012 0.2491 -0.509 -0.102 -0.133
```
Forces are in eV/Å.

The value obtained for the HOMO-LUMO gap is 7.86 eV. As for the multiplicity: 1. The energy above the lowest of the compared OMol25 structures with the same formula, charge and spin is 258.7 kJ/mol. As for the SMILES: C=C1c2[nH]cnc2N(C)C(=C)N1C. The value obtained for the total energy is -15485.2102 eV.

Atom charges from the natural (NBO) analysis, given in e for atoms 1 to 5: atom 1 (C): 0.195, atom 2 (C): -0.027, atom 3 (C): 0.322, atom 4 (C): 0.229, atom 5 (C): 0.391


(2)
Molecular formula: C14H19MnN9O4
Method: DFT, ωB97M-V/def2-TZVPD

The geometry in XYZ format:
```
47
Properties=species:S:1:pos:R:3:forces:R:3
Mn 0.1118 0.4330 -0.3055 0.664 -0.877 1.582
N 0.1532 0.1018 2.1506 0.087 -0.143 0.039
C 1.4883 -0.3459 2.5512 0.364 0.272 -0.472
C 2.0124 0.3337 3.8186 -0.145 -0.248 0.123
C 1.1098 0.1332 5.0385 0.195 -0.104 -0.120
C 1.2010 -1.2713 5.6399 -0.089 0.389 0.132
N 0.8264 -2.3432 4.7076 -0.053 -0.052 -0.046
C -0.3598 -2.4516 4.1337 0.091 -0.250 0.058
N -1.4183 -1.7825 4.6190 -0.109 -0.417 0.212
N -0.5156 -3.2485 3.0664 -0.024 0.349 -0.063
C 2.5203 -0.1416 1.3851 -0.528 -0.150 0.347
O 3.6647 -0.5127 1.6033 0.013 0.059 0.010
O 2.0214 0.3609 0.3341 0.657 0.090 -0.317
H -0.0003 1.0701 2.4107 -0.093 0.042 -0.088
H -0.5869 -0.4523 2.5565 -0.107 0.144 -0.034
H 1.4667 -1.4293 2.6793 -0.003 0.168 -0.179
H 2.1063 1.4043 3.6176 0.006 -0.014 -0.025
H 3.0186 -0.0427 4.0156 0.023 0.081 -0.020
H 0.0754 0.3510 4.7636 -0.007 0.098 0.089
H 1.3888 0.8358 5.8261 -0.041 -0.031 0.035
H 0.5841 -1.3382 6.5408 0.057 -0.147 -0.008
H 2.2282 -1.4770 5.9339 -0.032 -0.076 0.057
H 1.5892 -2.7603 4.1953 0.022 -0.065 0.120
H -1.3695 -1.4894 5.5835 -0.021 0.162 -0.090
H -2.3294 -2.1000 4.3223 -0.006 0.139 -0.014
H 0.3048 -3.4455 2.5103 -0.054 -0.084 -0.062
H -1.3553 -3.1306 2.5169 0.038 -0.077 -0.083
O -0.1372 -0.1223 -2.1504 -0.236 -0.463 -1.452
N -0.8995 -1.0741 -2.4942 0.072 -0.276 0.073
N -1.3085 -1.7963 -1.5185 0.125 0.253 0.173
O -1.0119 -1.5517 -0.2602 0.253 0.248 -0.039
C -2.1193 -2.9218 -1.8201 -0.353 -0.482 -0.298
C -2.3599 -3.3008 -3.1428 0.117 0.180 0.156
C -3.1485 -4.4049 -3.4042 -0.025 -0.035 0.037
C -3.7004 -5.1428 -2.3643 -0.002 -0.019 0.045
C -3.4515 -4.7659 -1.0548 -0.056 -0.082 -0.052
C -2.6634 -3.6599 -0.7784 0.115 0.159 0.034
H -1.9236 -2.7217 -3.9411 -0.012 -0.015 -0.055
H -3.3307 -4.6974 -4.4298 0.003 0.026 -0.005
H -4.3177 -6.0064 -2.5736 0.008 0.006 -0.010
H -3.8754 -5.3373 -0.2389 -0.004 0.008 0.005
H -2.4657 -3.3514 0.2372 -0.011 0.038 -0.032
N -4.0256 4.8587 -2.2720 0.061 -0.078 0.082
C -3.4106 4.2492 -1.5013 0.030 -0.075 -0.450
N -2.7672 3.6259 -0.5599 -0.148 0.195 0.786
C -1.9277 2.7210 -0.3871 0.224 -0.158 -0.255
N -1.1399 1.8962 -0.0824 -1.064 1.312 0.076
```
Forces are in eV/Å.

The value obtained for the HOMO-LUMO gap (spin up / spin down) is 6.61 / 7.01 eV. As for the multiplicity: 6. As for the expectation value of S²: 8.758. The energy above the lowest of the compared OMol25 structures with the same formula, charge and spin is 162.5 kJ/mol. The value obtained for the total energy is -67745.7580 eV.

Atom charges from the natural (NBO) analysis, given in e for atoms 1 to 5: atom 1 (Mn): 1.559, atom 2 (N): -0.860, atom 3 (C): -0.159, atom 4 (C): -0.425, atom 5 (C): -0.423